{
  "formula": "C43H67BF2N14O6",
  "method": "wB97M-V/def2-TZVPD",
  "fmax_ev_per_a": 1.1,
  "gap_ev": 10.09,
  "molar_mass_g_mol": 924.91,
  "e_lumo_ev": 0.2,
  "species": ["H", "H", "H", "H", "H", "H", "H", "C", "H", "H", "C", "N", "C", "C", "C", "H", "C", "H", "H", "H", "H", "C", "H", "C", "H", "O", "H", "H", "C", "O", "C", "H", "H", "C", "C", "H", "H", "C", "C", "H", "C", "H", "C", "H", "H", "C", "H", "N", "H", "H", "N", "H", "C", "C", "H", "C", "H", "H", "H", "H", "N", "C", "F", "H", "H", "F", "C", "H", "N", "C", "H", "H", "C", "H", "C", "H", "C", "C", "H", "C", "H", "H", "H", "C", "C", "H", "H", "H", "H", "O", "C", "H", "C", "C", "C", "H", "C", "C", "H", "H", "H", "O", "C", "C", "H", "H", "N", "N", "C", "H", "H", "N", "H", "N", "N", "O", "H", "H", "H", "H", "H", "H", "N", "H", "C", "C", "B", "C", "N", "C", "N", "O", "N"],
  "coordinates": [[1.5128, -3.3573, -7.3358], [-1.0584, 1.9452, 0.5809], [0.4870, 3.4448, -9.5895], [-1.9911, 7.0077, 4.7705], [-3.0904, 0.0587, 0.7160], [1.6196, -5.0137, -7.9631], [-4.7343, -1.6264, 10.5772], [2.4645, 0.0302, -6.9228], [-10.0017, 6.2308, 7.8765], [-8.0957, 6.4285, 4.4487], [-7.0095, 6.5073, 4.4223], [-6.0140, 4.8163, 2.7116], [-4.1958, -0.7347, 10.8937], [-3.8718, 3.3438, 9.6710], [-2.9663, 1.0643, 1.1203], [1.4805, -4.7379, -6.2189], [-2.3867, 0.9366, 2.5597], [-3.7427, -0.9207, 11.8643], [4.5213, 0.4206, -7.1548], [-3.4657, 3.3373, 3.5815], [11.6059, -2.9605, -11.7682], [-6.4622, 5.5756, 3.4495], [-0.0791, -8.2303, -0.2237], [1.3086, -7.0630, -1.2667], [-2.9134, 6.2000, 6.0475], [-4.7764, -0.9642, 2.5549], [-4.3616, 4.4707, 7.8836], [0.5135, -6.8077, 0.6528], [8.6248, -5.7695, -9.0789], [-3.6194, -0.8997, 6.6128], [-2.0642, -3.4025, 10.7136], [-3.9737, 1.4903, 1.1416], [3.8815, -0.8722, -8.1999], [0.9666, 1.1252, -3.7451], [10.2652, -5.2990, -5.9766], [7.8058, -2.0961, -3.1672], [-9.9983, 4.4568, 7.8792], [-0.7683, 1.7372, -2.0195], [-2.0661, 1.8719, 0.1652], [-3.7619, 4.0929, 10.4581], [1.9036, -4.3560, -7.1437], [-2.9006, 1.6597, -1.7890], [-3.2343, -0.4829, 5.5886], [-4.9014, 2.9992, 9.7027], [11.0609, -4.2101, -12.9018], [0.7950, -7.6150, -0.0207], [-4.7282, 1.8786, 5.9248], [-6.9844, 5.3434, 7.8376], [-3.2319, 2.5041, 9.9346], [10.7497, -6.2730, -5.9445], [-1.8885, -3.0154, 11.7817], [-6.6102, 6.2751, 5.4079], [1.8121, -3.2143, -1.1649], [-9.5577, 5.3440, 7.4287], [-9.7650, 5.3406, 6.3603], [7.2261, -5.6047, -8.7020], [6.9196, -4.5738, -8.8688], [2.2766, -3.3666, -0.1922], [10.9327, -4.5540, -5.5480], [-2.7059, 4.6678, 8.4073], [7.9697, -5.4317, -4.7583], [-4.5790, -1.0216, 3.7228], [-1.9353, -0.3790, 5.3078], [0.2601, 0.8095, -5.7715], [-6.7276, 7.5252, 4.1639], [-4.9507, -2.0840, 4.4557], [1.0092, -1.9995, -1.1365], [1.3005, 2.1038, -3.3898], [-5.8324, 1.2937, 10.9784], [-2.2880, -3.8929, 9.3619], [6.6053, -6.2639, -9.3052], [10.6535, -4.3371, -11.1798], [-8.1196, 5.3450, 7.6558], [7.0913, -5.8468, -7.6484], [-0.5023, 0.9542, -3.3081], [7.7479, -2.7220, -4.8278], [2.0583, 3.6877, -8.2331], [1.5500, 3.2241, -9.5151], [-5.0667, 2.6420, 3.4092], [-3.5123, 3.9307, 8.3062], [4.1795, -1.1900, -6.4785], [1.1857, -4.0717, -1.4015], [-3.4102, -0.5155, 10.1697], [7.1580, -2.3040, -4.0171], [3.8580, -0.4428, -7.1992], [-1.8863, -0.0294, 2.6656], [1.6963, 2.1477, -9.5944], [-2.4687, 2.8885, 0.1004], [0.1010, 1.6449, -1.3641], [-2.5208, 1.8501, 7.6355], [6.5158, -1.0731, -4.4581], [-2.4527, -3.0538, 8.6894], [-2.0135, 1.2978, -1.2573], [3.3537, -4.2995, -7.0392], [-2.5861, 7.1671, 5.6678], [-0.8485, 2.7809, -2.3413], [9.0078, -5.3514, -5.2461], [-4.3871, 2.7843, 5.4169], [-1.4182, -4.4549, 9.0264], [6.4086, -3.0379, -3.7295], [-2.0560, 0.2067, -1.2218], [2.1885, 0.0992, -5.6078], [-4.1127, 2.5334, 3.9372], [-3.0217, 2.8976, 7.3340], [-1.9768, 7.6660, 6.4188], [2.5901, -3.1303, -1.9216], [-4.0180, -0.0302, 4.5042], [1.7175, -6.6321, -2.2507], [1.1817, 1.0883, -5.2592], [-5.1603, 3.5480, 5.5516], [-0.7055, -0.1102, -3.1795], [-4.6701, 8.6231, 5.0948], [-1.1343, 1.3580, -4.1048], [8.5860, -2.3284, -12.4169], [5.9890, -0.1145, -4.8118], [-3.1486, 3.2429, 6.0102], [-3.1609, -4.5433, 9.3454], [2.0785, 3.7291, -10.3217], [10.0511, -5.0505, -7.0124], [1.5249, 2.0486, -5.6411], [1.5603, -8.2259, 0.4538], [-1.6081, 1.6969, 2.6803], [0.3674, -1.0495, -1.0508], [1.6007, 0.3755, -3.2706], [-3.7458, 7.9883, 5.3482], [10.7961, -3.6467, -12.0091], [-3.4795, 1.1406, 3.6395], [-5.1139, 0.3952, 10.9623], [9.7362, -5.8907, -9.3556], [9.5650, -2.9036, -12.2381], [4.4983, -4.2148, -6.9640], [1.6607, 0.3278, -7.7801], [2.4590, 4.0470, -7.2173]],
  "forces_ev_per_a": [[0.00, -0.01, 0.01], [0.03, -0.10, -0.06], [0.00, 0.00, -0.01], [0.01, 0.00, 0.00], [-0.04, 0.00, 0.11], [-0.02, 0.01, 0.00], [0.00, 0.00, 0.01], [-0.33, -0.15, 0.01], [-0.01, 0.00, 0.00], [0.00, -0.03, -0.04], [-0.08, 0.10, 0.02], [-0.14, 0.20, 0.08], [0.04, 0.06, -0.02], [0.05, 0.28, 0.14], [0.11, -0.03, -0.16], [-0.03, -0.01, 0.06], [0.04, -0.41, -0.07], [0.02, -0.01, 0.00], [0.07, -0.07, 0.12], [-0.15, 0.04, -0.18], [0.00, 0.01, -0.01], [0.13, -0.26, -0.13], [0.00, 0.00, 0.01], [0.13, 0.08, -0.29], [0.01, -0.02, 0.00], [-0.17, 0.06, -0.05], [0.03, -0.03, -0.09], [-0.01, -0.01, 0.01], [0.34, -0.05, -0.11], [-0.11, -0.45, 0.62], [0.09, 0.09, 0.37], [0.05, 0.04, -0.04], [0.07, 0.10, -0.01], [-0.05, 0.28, -0.20], [0.11, 0.04, 0.10], [0.01, -0.03, 0.00], [-0.01, 0.00, 0.00], [-0.04, -0.23, -0.31], [-0.39, 0.01, -0.05], [-0.05, 0.01, -0.09], [-0.06, -0.01, -0.06], [-0.04, -0.29, -0.08], [-0.52, 0.34, -0.12], [0.05, 0.01, -0.12], [0.00, 0.00, 0.00], [-0.02, -0.02, 0.03], [0.04, 0.00, 0.03], [-0.26, -0.01, -0.13], [0.08, 0.01, -0.11], [0.01, 0.00, -0.01], [-0.07, -0.08, -0.27], [0.00, 0.05, 0.02], [0.04, 0.00, -0.11], [-0.04, -0.01, 0.02], [-0.01, -0.01, 0.00], [0.01, 0.01, -0.01], [-0.04, -0.01, 0.03], [0.01, 0.01, 0.00], [-0.02, 0.01, 0.01], [0.02, -0.07, -0.10], [0.25, 0.08, 0.05], [-0.27, 0.19, 0.50], [0.30, 0.19, -0.01], [0.00, 0.10, -0.03], [0.02, 0.01, 0.03], [0.13, -0.06, -0.15], [-0.19, 0.24, 0.25], [0.13, -0.08, 0.06], [0.12, -0.47, 0.16], [0.00, -0.03, -0.06], [-0.02, 0.00, 0.01], [0.02, -0.05, 0.02], [0.38, -0.03, 0.11], [-0.03, 0.04, -0.01], [0.51, 0.13, -0.12], [0.00, -0.04, 0.00], [0.11, 0.05, 0.32], [0.00, -0.04, -0.07], [0.06, -0.11, -0.17], [-0.02, 0.07, 0.35], [0.07, 0.17, 0.09], [0.03, -0.01, -0.04], [-0.02, -0.01, 0.02], [0.02, 0.06, 0.02], [-0.27, -0.37, -0.28], [0.03, 0.03, -0.09], [-0.01, 0.00, 0.05], [0.27, 0.07, 0.12], [-0.02, 0.01, -0.01], [-0.09, 0.10, -0.07], [-0.23, 0.21, -0.08], [-0.02, 0.03, -0.07], [-0.06, 0.42, 0.05], [0.44, 0.16, 0.03], [0.02, -0.04, -0.01], [0.05, 0.12, 0.39], [-0.37, -0.18, -0.05], [-0.08, 0.22, -0.22], [-0.01, 0.01, -0.01], [0.01, -0.03, -0.02], [0.07, 0.03, 0.00], [0.32, 0.48, -0.01], [0.01, -0.04, 0.58], [0.03, -0.28, 0.09], [0.01, -0.02, 0.01], [0.00, -0.03, 0.00], [0.73, -0.31, -0.76], [-0.12, -0.03, 0.23], [-0.38, -0.49, 0.04], [0.12, 0.06, 0.04], [-0.21, 0.06, -0.04], [0.25, -0.13, 0.06], [-0.17, -0.20, 0.05], [0.20, -0.12, 0.06], [0.22, -0.16, 0.13], [-0.14, -0.02, -0.03], [0.01, 0.01, -0.02], [-0.01, -0.01, -0.02], [0.14, 0.02, -0.04], [-0.04, -0.01, -0.06], [-0.01, 0.00, 0.01], [-0.13, 0.09, 0.15], [0.20, -0.31, -0.02], [-0.01, 0.02, 0.05], [-0.28, 0.15, -0.07], [0.05, -0.02, 0.04], [0.11, 0.20, -0.06], [-0.31, 0.29, -0.07], [-0.38, 0.08, 0.06], [-0.28, 0.14, -0.07], [-0.27, -0.10, -0.05], [0.22, 0.16, 0.11], [-0.09, -0.07, -0.21]],
  "mulliken_charge": [0.20, 0.50, 0.25, 0.29, 0.40, 0.29, 0.30, 0.75, 0.29, 0.27, -0.52, -0.43, -0.66, -1.35, -0.32, 0.25, -0.86, 0.36, 0.32, 0.32, 0.25, 0.44, 0.27, 0.34, -0.10, -0.42, 0.07, 0.27, 0.46, -0.50, 0.37, 0.39, 0.35, -0.70, -0.69, 0.36, 0.30, -1.11, -0.93, 0.37, -0.71, 0.34, 0.60, 0.39, 0.25, -0.76, 0.41, -0.43, 0.25, 0.31, -0.43, -0.04, -0.72, -0.87, 0.26, -0.73, 0.26, 0.29, 0.29, 0.23, -0.47, 0.43, -0.25, 0.42, 0.30, -0.26, 0.37, 0.38, -0.47, -0.53, 0.35, 0.09, 0.45, 0.25, -0.71, 0.05, 0.40, -0.73, 0.27, 0.30, 0.14, 0.10, 0.24, -0.66, -1.03, 0.27, 0.22, 0.23, 0.45, -0.55, 0.37, 0.04, -0.80, 0.32, -0.40, 0.56, 0.45, -0.29, 0.32, 0.28, 0.47, -0.16, -0.59, 0.36, 0.31, 0.25, 0.29, -0.36, -0.27, 0.22, 0.26, -0.44, 0.62, -0.37, -0.41, -0.30, 0.27, 0.31, 0.09, 0.04, 0.27, 0.48, -0.32, 0.24, 0.35, -0.52, -0.21, 0.22, -0.56, 0.31, -0.32, -0.61, -0.44]
}